No. 1
{
  "formula": "C23H20NO5S4Ti",
  "method": "ωB97M-V/def2-TZVPD",
  "spin_multiplicity": 3,
  "total_charge": -1,
  "max_force_ev_per_a": 0.36,
  "homo_energy_ev": [-3.408, -4.030],
  "de_lowest_kj_mol": 6.7,
  "species": ["Ti", "S", "C", "C", "C", "C", "C", "C", "S", "C", "C", "C", "C", "C", "C", "C", "S", "C", "C", "C", "C", "C", "C", "S", "N", "H", "H", "H", "H", "H", "H", "H", "H", "H", "H", "H", "H", "H", "H", "H", "O", "C", "O", "C", "O", "C", "C", "O", "O", "H", "H", "H", "H", "H"],
  "coordinates": [[0.596, -0.192, -0.077], [-2.211, 1.796, 1.433], [-2.796, 2.758, 0.120], [-4.098, 3.312, 0.151], [-4.595, 4.111, -0.854], [-3.811, 4.425, -1.965], [-2.533, 3.904, -2.028], [-2.037, 3.070, -1.026], [-0.398, 2.414, -1.288], [-0.765, 1.386, -2.729], [-1.716, 0.282, -2.378], [-2.815, 0.005, -3.178], [-3.637, -1.057, -2.847], [-3.348, -1.795, -1.713], [-2.256, -1.433, -0.943], [-1.909, -2.172, 0.311], [-0.143, -2.629, 0.313], [-0.035, -3.374, -1.305], [-0.648, -4.616, -1.465], [-0.652, -5.261, -2.686], [-0.006, -4.650, -3.759], [0.623, -3.434, -3.598], [0.637, -2.744, -2.369], [1.496, -1.223, -2.283], [-1.444, -0.428, -1.279], [-4.707, 3.083, 1.017], [-5.602, 4.506, -0.773], [-4.184, 5.067, -2.752], [-1.894, 4.145, -2.871], [0.184, 0.941, -3.039], [-1.163, 1.998, -3.538], [-3.011, 0.615, -4.049], [-4.492, -1.304, -3.464], [-3.961, -2.637, -1.420], [-2.525, -3.063, 0.426], [-2.047, -1.515, 1.175], [-1.126, -5.075, -0.606], [-1.136, -6.222, -2.800], [0.011, -5.134, -4.728], [1.128, -2.968, -4.435], [0.802, 1.447, 3.859], [0.799, 1.154, 2.558], [0.224, 0.193, 2.106], [1.528, 2.178, 1.724], [1.986, 1.642, 0.500], [3.347, 1.174, 0.513], [3.462, -0.267, 1.025], [4.559, -0.622, 1.448], [2.394, -0.944, 0.917], [0.189, 0.831, 4.289], [0.781, 2.944, 1.493], [2.344, 2.624, 2.296], [3.968, 1.845, 1.108], [3.676, 1.203, -0.526]]
}

***

No. 2
{
  "formula": "C38H80BN4O12P",
  "method": "ωB97M-V/def2-TZVPD",
  "spin_multiplicity": 3,
  "max_force_ev_per_a": 5.25,
  "homo_energy_ev": [-8.829, -9.294],
  "species": ["C", "C", "O", "P", "O", "C", "C", "C", "C", "N", "O", "C", "B", "O", "O", "C", "C", "C", "C", "C", "O", "O", "C", "O", "C", "C", "N", "C", "C", "C", "O", "O", "C", "C", "H", "H", "H", "H", "H", "H", "H", "H", "H", "H", "H", "H", "H", "H", "H", "H", "H", "H", "H", "H", "H", "H", "H", "H", "H", "H", "H", "H", "H", "H", "H", "H", "H", "H", "H", "H", "H", "H", "H", "H", "H", "H", "H", "H", "C", "C", "C", "C", "C", "C", "N", "O", "C", "C", "C", "H", "H", "H", "H", "H", "H", "H", "H", "H", "H", "H", "H", "H", "H", "H", "H", "H", "H", "C", "C", "C", "C", "C", "C", "N", "O", "C", "C", "C", "H", "H", "H", "H", "H", "H", "H", "H", "H", "H", "H", "H", "H", "H", "H", "H", "H", "H"],
  "coordinates": [[2.802, 0.253, -0.645], [1.547, -0.664, -1.083], [1.450, -0.803, -2.525], [0.601, 0.473, -3.266], [1.672, 1.377, -3.909], [-0.373, -0.273, -4.678], [-1.881, -0.652, -4.340], [-2.065, -2.246, -4.097], [-2.561, -2.638, -2.644], [-1.810, -1.749, -1.678], [-3.948, -2.626, -2.399], [-4.738, -1.590, -2.938], [-5.079, -0.344, -1.923], [-6.060, 0.604, -2.462], [-4.509, -0.192, -0.631], [-5.464, 0.389, 0.306], [-2.113, -4.138, -2.199], [-1.756, -4.294, -0.679], [-3.124, -3.995, 0.251], [-3.187, -4.881, 1.648], [-4.082, -5.129, 0.361], [-1.077, -4.714, -3.013], [0.237, -4.344, -2.641], [0.932, -5.378, -1.888], [2.070, -4.820, -1.201], [1.624, -4.465, 0.285], [2.688, -4.632, 1.308], [2.011, -4.571, 2.638], [1.542, -3.099, 3.026], [2.790, -2.165, 3.324], [0.667, -3.243, 4.191], [-0.335, 1.396, -2.207], [-0.045, 2.816, -2.283], [1.224, 3.253, -1.417], [3.665, -0.408, -0.314], [3.167, 0.869, -1.516], [2.473, 0.861, 0.246], [0.586, -0.362, -0.570], [1.796, -1.706, -0.684], [-0.412, 0.530, -5.488], [0.216, -1.127, -5.154], [-2.364, -0.021, -3.543], [-2.476, -0.447, -5.296], [-1.086, -2.693, -4.425], [-2.853, -2.628, -4.834], [-0.851, -1.591, -1.999], [-2.260, -0.837, -1.574], [-4.451, -1.112, -3.918], [-5.779, -2.039, -3.136], [-6.883, 0.068, -2.491], [-6.527, 0.092, 0.024], [-5.344, 1.503, 0.438], [-5.245, -0.084, 1.321], [-3.031, -4.797, -2.378], [-1.533, -5.392, -0.469], [-0.937, -3.654, -0.263], [-3.528, -2.894, 0.293], [-2.722, -5.912, 1.619], [-3.993, -4.545, 2.355], [0.832, -4.254, -3.617], [0.342, -3.344, -2.126], [2.416, -3.907, -1.791], [2.898, -5.605, -1.213], [0.741, -5.146, 0.541], [1.192, -3.413, 0.256], [3.007, -5.610, 1.202], [2.722, -5.002, 3.421], [1.076, -5.228, 2.688], [0.916, -2.587, 2.235], [3.283, -2.506, 4.280], [2.430, -1.093, 3.351], [3.513, -2.258, 2.447], [-0.201, -3.429, 3.781], [-0.933, 3.341, -1.793], [-0.014, 3.223, -3.343], [1.055, 2.826, -0.375], [1.266, 4.382, -1.286], [2.199, 2.867, -1.822], [7.823, -2.071, 6.355], [7.106, -0.827, 5.783], [8.025, 0.408, 5.873], [8.140, 0.980, 7.278], [6.755, 1.274, 7.842], [5.823, 0.048, 7.811], [5.799, -0.631, 6.475], [5.021, 0.109, 5.665], [6.258, -0.946, 8.915], [4.412, 0.498, 8.264], [6.948, -1.179, 4.283], [7.260, -2.981, 6.129], [8.814, -2.181, 5.907], [7.985, -2.049, 7.428], [7.648, 1.196, 5.210], [9.026, 0.160, 5.504], [8.690, 0.291, 7.926], [8.723, 1.906, 7.248], [6.856, 1.640, 8.868], [6.310, 2.095, 7.268], [5.786, -1.922, 8.781], [5.967, -0.583, 9.904], [7.337, -1.082, 8.976], [4.010, 1.303, 7.647], [4.442, 0.882, 9.287], [3.709, -0.339, 8.246], [6.268, -2.024, 4.145], [7.913, -1.460, 3.853], [6.576, -0.340, 3.692], [-4.981, 7.343, -4.483], [-4.600, 6.061, -5.258], [-5.858, 5.416, -5.875], [-6.724, 4.682, -4.861], [-5.890, 3.660, -4.097], [-4.648, 4.280, -3.428], [-3.848, 5.133, -4.364], [-3.137, 4.304, -5.150], [-5.096, 5.102, -2.196], [-3.806, 3.137, -2.809], [-3.739, 6.606, -6.424], [-4.087, 7.906, -4.202], [-5.596, 7.998, -5.107], [-5.554, 7.173, -3.578], [-5.561, 4.703, -6.653], [-6.462, 6.177, -6.379], [-7.196, 5.393, -4.177], [-7.538, 4.169, -5.381], [-6.519, 3.176, -3.344], [-5.585, 2.868, -4.791], [-4.291, 5.746, -1.832], [-5.379, 4.445, -1.369], [-5.980, 5.712, -2.379], [-3.512, 2.387, -3.545], [-4.378, 2.604, -2.046], [-2.904, 3.530, -2.331], [-2.805, 7.039, -6.058], [-4.278, 7.391, -6.962], [-3.494, 5.837, -7.160]]
}

***

No. 3
{
  "formula": "C8H17NO2Si",
  "method": "ωB97M-V/def2-TZVPD",
  "spin_multiplicity": 1,
  "max_force_ev_per_a": 5.52,
  "homo_energy_ev": -6.785,
  "smiles": "COC1=CCCCN1[Si](C)(C)O",
  "de_lowest_kj_mol": 208.0,
  "species": ["C", "O", "C", "C", "C", "C", "C", "N", "Si", "C", "C", "O", "H", "H", "H", "H", "H", "H", "H", "H", "H", "H", "H", "H", "H", "H", "H", "H", "H"],
  "coordinates": [[-0.830, 2.715, 0.177], [-0.152, 1.514, 0.056], [-0.943, 0.401, -0.057], [-2.280, 0.382, -0.220], [-3.013, -0.925, -0.174], [-2.153, -1.897, 0.616], [-0.700, -1.946, 0.057], [-0.152, -0.682, 0.037], [2.045, -0.243, 0.006], [2.764, 0.945, 1.286], [2.320, 0.380, -1.791], [2.629, -1.754, 0.396], [-1.483, 3.000, -0.751], [-0.032, 3.530, 0.367], [-1.463, 2.653, 0.976], [-2.768, 1.335, -0.304], [-3.941, -0.838, 0.443], [-3.043, -1.290, -1.187], [-2.200, -1.509, 1.733], [-2.472, -2.910, 0.458], [-0.186, -2.756, 0.660], [-0.701, -2.533, -0.868], [3.334, 1.724, 0.735], [2.221, 1.400, 2.135], [3.394, 0.318, 1.873], [1.472, 0.877, -2.087], [3.231, 1.004, -1.823], [2.625, -0.385, -2.561], [2.479, -2.511, -0.186]]
}

***

No. 4
{
  "formula": "C2H14O5",
  "method": "ωB97M-V/def2-TZVPD",
  "spin_multiplicity": 2,
  "total_charge": 1,
  "max_force_ev_per_a": 3.83,
  "homo_energy_ev": [-12.768, -12.768],
  "de_lowest_kj_mol": 278.4,
  "species": ["C", "C", "H", "H", "H", "H", "H", "H", "O", "H", "H", "O", "H", "H", "O", "H", "H", "O", "H", "H", "O"],
  "coordinates": [[1.922, -1.456, -3.291], [1.070, -0.492, -2.777], [1.892, -2.435, -3.700], [2.957, -1.044, -3.464], [0.050, -0.668, -2.484], [1.375, 0.573, -2.762], [-0.176, 1.299, 1.980], [-1.351, 2.348, 1.463], [-1.161, 1.528, 1.895], [1.627, -0.741, 1.836], [0.173, -1.076, 1.701], [0.795, -0.418, 2.163], [3.232, -3.091, -0.016], [2.340, -2.213, -0.794], [2.290, -2.946, -0.153], [-3.493, -1.235, 2.060], [-2.845, -0.022, 2.868], [-3.547, -0.631, 2.780], [-2.177, 4.366, 0.997], [-2.796, 4.397, -0.416], [-2.179, 3.958, 0.114]]
}

***

No. 5
{
  "formula": "C3H13N2O",
  "method": "ωB97M-V/def2-TZVPD",
  "spin_multiplicity": 1,
  "total_charge": 1,
  "max_force_ev_per_a": 0.93,
  "homo_energy_ev": -13.957,
  "de_lowest_kj_mol": 8.3,
  "species": ["C", "C", "C", "N", "N", "H", "H", "H", "H", "H", "H", "H", "H", "H", "H", "H", "H", "H", "O"],
  "coordinates": [[0.233, -0.104, 1.396], [0.659, 1.023, 0.454], [1.147, 0.633, -0.958], [1.551, -0.772, -1.082], [-0.560, -1.161, 0.658], [1.104, -0.622, 1.779], [-0.424, 0.294, 2.163], [1.466, 1.576, 0.949], [-0.154, 1.750, 0.332], [1.966, 1.300, -1.214], [0.342, 0.806, -1.664], [2.494, -0.916, -0.745], [0.073, -1.383, -0.160], [1.515, -1.075, -2.046], [-0.680, -1.970, 1.259], [-1.448, -0.780, 0.306], [-3.327, 0.998, 0.064], [-3.200, 0.083, -1.156], [-2.756, 0.322, -0.335]]
}